A cluster of 14 separate species, C56H112O42 in total in a non-equilibrium geometry. Source: the Open Molecules 2025 dataset; level of theory: the ωB97M-V functional and the def2-TZVPD basis.

Output
max |F|	6.3	eV Å⁻¹
frontier orbital gap	0.4009	Eh
highest occupied orbital energy	-10.55	eV
E_LUMO	0.36	eV
electronic energy	-145883.501	eV

Each line ends with the Mulliken charge.
Positions of all 210 atoms, in Å:
C1 3.770 -5.175 -5.259  -1.47
C2 3.673 -4.213 -4.068  0.65
O1 4.356 -4.963 -3.031  -0.39
C3 4.685 -4.290 -1.896  0.81
O2 4.372 -3.163 -1.642  -0.50
O3 5.442 -5.098 -1.205  -0.41
C4 5.963 -4.554 0.069  -0.51
H1 3.106 -4.824 -6.068  0.17
H2 3.365 -6.060 -4.806  0.32
H3 4.736 -5.393 -5.693  0.42
H4 2.612 -4.020 -3.812  -0.49
H5 4.255 -3.310 -4.210  0.66
H6 5.105 -4.352 0.671  0.20
H7 6.502 -3.587 -0.056  0.25
H8 6.605 -5.312 0.474  0.30
C5 0.944 3.315 -1.907  -0.21
C6 0.166 4.497 -2.398  -0.25
O4 0.780 4.876 -3.660  -0.33
C7 0.069 5.699 -4.388  0.66
O5 -0.987 6.122 -4.240  -0.46
O6 0.908 5.943 -5.461  -0.38
C8 0.347 6.655 -6.599  -0.65
H9 0.608 3.029 -0.897  -0.12
H10 1.992 3.601 -1.839  0.50
H11 0.838 2.436 -2.528  -0.13
H12 0.305 5.329 -1.696  0.21
H13 -0.894 4.373 -2.490  0.41
H14 -0.240 5.993 -7.263  0.27
H15 1.189 7.025 -7.134  0.24
H16 -0.332 7.471 -6.253  0.30
C9 -0.576 -3.645 -5.931  -0.54
C10 -1.775 -4.312 -5.323  -0.24
O7 -1.578 -4.027 -3.899  0.46
C11 -2.639 -4.193 -3.175  0.26
O8 -3.708 -4.570 -3.497  -0.60
O9 -2.207 -3.927 -1.890  -0.06
C12 -3.199 -3.913 -0.834  -0.57
H17 -0.601 -3.720 -7.028  0.56
H18 0.380 -3.832 -5.457  -0.20
H19 -0.712 -2.564 -5.787  0.01
H20 -1.734 -5.401 -5.422  0.21
H21 -2.707 -3.928 -5.734  0.24
H22 -3.983 -3.201 -1.053  0.05
H23 -2.620 -3.442 -0.008  0.17
H24 -3.572 -4.874 -0.487  0.37
C13 3.067 5.326 7.918  -1.31
C14 2.631 5.341 6.445  0.41
O10 1.818 4.199 6.098  -0.26
C15 0.531 4.130 6.389  0.36
O11 -0.149 3.214 6.178  -0.16
O12 0.106 5.256 7.015  -0.29
C16 -1.236 5.195 7.443  -0.68
H25 3.803 6.123 8.027  0.42
H26 3.632 4.411 8.164  0.32
H27 2.292 5.509 8.688  0.29
H28 3.565 5.179 5.931  0.47
H29 2.101 6.239 6.272  -0.33
H30 -1.860 5.257 6.561  0.18
H31 -1.505 6.098 8.010  0.25
H32 -1.379 4.315 8.093  0.30
C17 0.227 -7.263 -7.275  -1.10
C18 0.677 -7.922 -6.086  -0.16
O13 0.130 -7.145 -4.977  -0.28
C19 0.945 -7.081 -3.933  0.60
O14 1.975 -7.635 -3.753  -0.58
O15 0.421 -6.089 -3.162  0.05
C20 0.934 -5.928 -1.866  -0.49
H33 0.735 -6.335 -7.470  0.23
H34 -0.771 -6.905 -7.130  0.23
H35 0.278 -7.898 -8.150  0.43
H36 1.764 -7.892 -6.035  0.31
H37 0.336 -8.945 -6.048  0.32
H38 1.830 -6.526 -1.700  0.48
H39 0.141 -6.160 -1.146  0.24
H40 1.367 -4.907 -1.820  -0.22
C21 0.910 4.734 1.636  -0.91
C22 0.782 5.615 2.825  0.20
O16 -0.070 6.756 2.419  -0.25
C23 -0.253 7.704 3.337  0.64
O17 -1.109 8.576 3.221  -0.64
O18 0.537 7.544 4.388  -0.21
C24 0.482 8.527 5.397  -0.79
H41 -0.052 4.282 1.383  -0.25
H42 1.565 3.891 1.861  0.45
H43 1.220 5.251 0.733  0.34
H44 1.709 6.067 3.084  0.67
H45 0.431 5.106 3.746  -0.19
H46 1.164 9.352 5.133  0.29
H47 0.758 8.055 6.347  0.18
H48 -0.505 8.948 5.523  0.39
C25 -6.604 -2.713 -3.276  -1.01
C26 -6.392 -1.229 -3.149  -0.17
O19 -5.261 -1.049 -2.199  -0.17
C27 -4.890 0.219 -1.988  0.35
O20 -5.494 1.163 -2.383  -0.60
O21 -3.792 0.249 -1.179  0.27
C28 -3.525 1.583 -0.669  -0.47
H49 -7.617 -2.857 -3.704  0.40
H50 -6.593 -3.217 -2.318  0.33
H51 -5.809 -3.110 -3.932  0.08
H52 -7.251 -0.726 -2.680  0.32
H53 -6.108 -0.761 -4.110  0.21
H54 -4.459 1.999 -0.370  0.74
H55 -2.949 2.108 -1.416  0.28
H56 -2.882 1.301 0.146  -0.68
C29 0.538 -1.338 8.207  -0.60
C30 1.915 -0.919 8.585  -0.36
O22 2.762 -2.059 8.353  -0.23
C31 4.109 -1.893 8.361  0.62
O23 4.729 -0.989 8.770  -0.52
O24 4.572 -3.001 7.753  -0.22
C32 5.991 -3.184 7.667  -0.69
H57 -0.096 -1.168 9.058  0.35
H58 0.507 -2.438 8.079  0.33
H59 0.141 -0.955 7.257  -0.16
H60 2.034 -0.639 9.621  0.36
H61 2.235 -0.066 7.969  0.31
H62 6.480 -2.324 7.204  0.31
H63 5.962 -4.118 7.087  0.20
H64 6.405 -3.290 8.667  0.31
C33 3.823 0.484 -2.664  -1.71
C34 2.910 -0.285 -3.571  1.47
O25 3.678 -0.431 -4.798  -0.48
C35 2.930 -0.904 -5.794  0.59
O26 1.826 -1.320 -5.819  -0.31
O27 3.803 -0.885 -6.846  -0.42
C36 3.297 -1.370 -8.103  -0.64
H65 4.150 1.343 -3.275  0.43
H66 4.691 -0.101 -2.428  0.38
H67 3.263 0.861 -1.794  0.18
H68 2.059 0.369 -3.779  -0.11
H69 2.583 -1.276 -3.192  -0.08
H70 2.486 -0.707 -8.421  0.30
H71 2.973 -2.415 -8.054  0.22
H72 4.168 -1.213 -8.721  0.25
C37 4.727 -0.871 1.713  -1.53
C38 3.231 -1.135 1.605  0.49
O28 2.741 -1.534 2.923  -0.04
C39 2.964 -2.728 3.348  0.61
O29 3.565 -3.571 2.728  -0.62
O30 2.363 -2.950 4.545  -0.13
C40 2.616 -4.268 5.099  -0.59
H73 4.869 -0.259 2.595  0.40
H74 5.043 -0.245 0.882  0.37
H75 5.308 -1.746 1.910  0.31
H76 3.073 -1.866 0.805  0.16
H77 2.613 -0.267 1.355  -0.09
H78 2.177 -4.125 6.094  0.10
H79 3.697 -4.383 5.126  0.24
H80 2.070 -5.047 4.530  0.31
C41 -3.070 4.388 3.438  -1.23
C42 -3.448 3.762 2.050  -0.36
O31 -2.542 4.337 1.073  0.40
C43 -3.090 5.387 0.365  0.15
O32 -4.168 5.844 0.558  -0.56
O33 -2.149 5.754 -0.473  0.10
C44 -2.491 6.958 -1.245  -0.85
H81 -2.124 3.932 3.725  0.13
H82 -3.765 4.031 4.160  0.55
H83 -2.991 5.475 3.545  0.35
H84 -4.479 4.016 1.869  0.61
H85 -3.262 2.695 1.952  -0.09
H86 -3.299 6.725 -1.980  0.29
H87 -1.638 7.267 -1.820  0.26
H88 -2.766 7.804 -0.601  0.34
C45 -4.326 -1.373 1.920  -0.83
C46 -3.733 -1.707 3.289  -0.41
O34 -3.551 -0.402 3.859  -0.16
C47 -2.989 -0.409 5.091  0.75
O35 -2.520 -1.282 5.682  -0.55
O36 -3.059 0.913 5.492  -0.25
C48 -2.485 1.274 6.745  -0.31
H89 -5.191 -0.736 2.102  0.38
H90 -4.599 -2.282 1.366  0.38
H91 -3.658 -0.787 1.264  -0.02
H92 -2.781 -2.210 3.195  0.23
H93 -4.437 -2.311 3.864  0.45
H94 -1.777 0.495 7.046  0.18
H95 -3.305 1.411 7.419  0.36
H96 -1.868 2.140 6.603  -0.06
C49 -1.236 0.554 -4.365  0.60
C50 -2.452 0.782 -5.200  -0.84
O37 -2.877 -0.542 -5.603  0.15
C51 -3.996 -0.616 -6.236  0.47
O38 -4.802 0.224 -6.474  -0.59
O39 -4.014 -1.899 -6.704  -0.24
C52 -5.231 -2.425 -7.188  -0.76
H97 -1.492 -0.201 -3.631  -0.23
H98 -0.983 1.510 -3.851  -0.26
H99 -0.395 0.191 -4.955  0.02
H100 -2.212 1.419 -6.063  0.34
H101 -3.231 1.277 -4.621  0.40
H102 -5.456 -1.886 -8.123  0.32
H103 -6.127 -2.359 -6.550  0.29
H104 -5.010 -3.492 -7.344  0.23
C53 -0.112 0.220 3.662  -1.33
C54 -0.537 0.626 2.297  0.65
O40 -0.186 -0.615 1.512  -0.45
C55 -0.211 -0.441 0.184  0.68
O41 -0.433 0.620 -0.370  -0.26
O42 0.054 -1.619 -0.356  -0.38
C56 0.212 -1.701 -1.785  1.57
H105 0.961 0.257 3.840  0.47
H106 -0.469 -0.797 3.820  0.41
H107 -0.571 0.874 4.414  -0.08
H108 0.001 1.501 1.980  0.17
H109 -1.606 0.813 2.220  -0.31
H110 -0.784 -1.834 -2.228  -0.37
H111 0.764 -2.615 -1.977  -0.83
H112 0.645 -0.742 -2.174  -0.10

Atomic forces in eV per Å
-1.4 0.9 0.1
1.0 -0.7 -0.4
-0.3 0.6 0.8
-0.2 -0.7 -1.8
-0.3 0.7 0.4
1.3 0.0 1.6
-0.3 0.7 -1.3
0.2 -0.2 0.3
-0.2 -0.9 -0.4
0.4 0.3 0.4
0.6 0.0 0.0
-0.3 0.5 -0.1
-0.4 0.0 0.8
-0.3 -0.8 -0.3
0.1 -0.3 0.1
-0.2 -0.2 0.9
1.0 0.6 0.4
-0.4 -0.7 1.4
5.4 -1.2 -2.9
-4.7 1.8 0.9
-1.0 0.4 -0.5
-1.2 -0.2 1.2
0.0 0.1 -0.3
0.1 -0.1 -0.1
0.0 -0.1 -0.3
-0.1 0.0 -0.2
-0.5 -0.4 -0.3
0.3 0.1 0.5
0.6 0.4 -0.4
0.7 -0.5 -0.3
-0.7 1.7 -0.9
1.3 -0.6 0.5
-0.1 0.3 -1.7
1.8 0.1 2.9
-2.0 -0.4 -0.5
-1.2 -0.4 -0.2
1.4 1.3 0.6
0.4 -0.5 0.3
0.1 -0.7 -0.2
0.0 -0.1 0.1
-0.2 0.1 0.0
0.0 0.2 0.4
-0.4 -0.1 -0.3
-0.4 -0.5 -0.3
0.1 -0.2 -0.5
0.2 -0.2 0.4
0.3 -1.3 2.1
0.5 -0.2 -0.5
1.7 3.4 1.4
-1.7 -2.9 -1.0
0.8 0.3 0.1
-0.8 0.4 0.5
0.0 0.2 0.0
-0.5 0.2 -0.1
0.2 -0.2 -0.7
-0.1 0.3 -0.9
-0.3 0.9 -0.8
-0.5 -0.7 -0.1
0.7 -0.2 0.0
-0.3 0.3 -0.6
-0.9 1.3 -2.0
0.9 -0.2 1.5
0.6 -1.1 -0.6
-1.3 2.4 0.5
0.9 -1.1 0.3
-0.1 -1.0 -0.7
1.2 0.7 0.5
0.7 0.3 -0.1
-1.0 -0.3 -0.1
0.0 -0.1 -0.2
0.0 -0.3 0.3
-0.1 -0.3 0.4
-0.3 -0.5 0.0
0.4 0.4 -0.1
-0.9 -0.3 0.4
-0.8 -1.0 -0.4
-0.3 0.8 -0.1
0.1 -0.7 0.8
-2.3 1.1 -0.7
1.7 -1.2 0.1
0.4 -0.4 0.3
0.3 0.8 0.6
-0.1 0.1 0.1
0.3 0.1 -0.1
0.4 0.2 0.1
1.0 0.1 0.2
-0.3 0.3 -0.7
-0.2 -0.4 0.3
0.2 0.1 -0.4
-0.4 0.0 -0.2
-0.2 0.2 -0.9
0.6 0.5 1.0
0.2 -0.2 -0.6
0.5 -1.3 1.0
-0.3 1.3 -0.5
-1.3 -0.2 -1.1
0.7 -1.9 -0.3
0.7 -0.1 0.0
0.1 0.0 0.2
-0.5 -0.3 0.4
0.3 0.0 -0.4
-0.3 -0.1 0.5
-0.4 0.8 0.2
-0.1 0.6 0.0
0.3 0.7 0.5
-0.7 -1.4 -0.2
1.1 0.4 -0.6
0.8 0.2 -0.2
-2.2 -2.4 -1.4
1.3 1.9 0.9
-0.1 0.5 0.4
-0.8 -0.2 0.0
-0.8 0.4 0.0
0.2 0.5 0.1
0.2 0.3 0.5
-0.2 0.1 0.4
0.2 -0.3 0.2
-0.1 -0.3 -0.3
1.1 0.4 0.2
0.1 -0.3 0.0
-0.3 0.7 -0.3
0.1 0.1 0.1
-1.6 -0.3 0.8
3.6 0.2 -1.5
-1.6 -0.3 0.3
-1.0 -0.4 0.2
0.1 0.7 0.6
0.0 -0.1 0.5
0.4 -0.2 0.5
0.4 -0.3 -0.1
-0.3 -0.4 -0.1
0.3 0.6 -0.3
0.0 -0.3 -0.1
0.1 0.2 0.0
-0.1 -0.3 -0.6
-1.0 1.4 0.5
0.5 -0.5 0.1
-0.8 1.9 -0.6
-0.4 -1.9 0.3
0.5 -0.5 0.0
0.5 0.3 -1.0
-0.7 1.0 0.1
0.1 0.4 0.3
0.3 -0.4 -0.3
0.2 -0.7 -0.5
-0.4 -0.4 0.6
0.4 0.1 0.2
0.4 -0.6 -0.1
-0.2 -0.5 0.1
0.6 0.4 0.2
0.6 -1.4 -0.8
1.1 1.6 1.1
-1.3 0.4 -0.6
1.4 -1.6 1.4
-0.8 0.6 -0.3
0.0 1.7 -1.3
-0.9 -0.3 -0.3
0.3 0.2 0.1
-0.8 -0.3 0.7
-0.2 -0.2 -0.7
-0.3 -0.1 -0.6
-0.2 0.0 0.6
0.5 0.1 0.8
0.6 -0.3 -0.1
-0.1 -0.6 0.1
0.2 -0.2 -0.2
-0.3 0.6 -1.4
0.3 -0.6 1.2
-1.7 5.1 -1.9
1.4 -3.2 1.8
0.0 -0.9 -0.9
0.8 -1.1 -0.5
-0.2 -0.2 -0.2
-0.1 0.3 0.2
0.0 -0.4 0.5
0.3 -0.2 0.2
0.2 0.1 0.2
-0.4 -0.1 0.4
-0.2 0.1 0.8
-0.3 0.6 -0.1
0.3 0.7 0.5
0.2 0.3 0.0
1.5 1.2 1.0
-0.3 -2.0 -1.6
-0.8 0.7 0.1
-0.4 0.2 1.1
-0.4 -0.1 -1.1
0.1 0.0 0.4
0.1 -0.7 -0.3
0.1 0.1 0.0
-0.3 -0.4 0.0
-0.2 -0.2 -0.1
-0.2 -0.6 0.1
0.7 0.3 0.3
-0.2 0.5 -0.2
-0.5 0.1 1.2
0.5 -1.5 -0.2
-0.5 1.8 -0.2
-0.2 0.5 0.4
0.2 -0.9 -0.1
0.3 -0.2 -0.3
-0.9 1.1 -0.2
0.0 -0.1 -0.3
0.1 0.0 0.3
0.0 -0.1 -0.1
0.3 0.2 -0.7
0.0 -0.2 -0.1
0.3 0.1 0.1
0.4 0.2 0.0
-0.1 -1.1 0.3